Entry 1:
A structure of composition C17H32IN4O8P2S, computed with ωB97M-V/def2-TZVPD.

Structure (XYZ):
```
65
Properties=species:S:1:pos:R:3:forces:R:3
N 3.7575 2.1854 -2.8144 0.97 -0.28 0.92
P 4.2284 2.4248 -1.3111 -0.82 -0.56 -2.19
C 2.9636 1.5064 -0.2173 -0.11 0.88 -0.93
I 4.2291 0.5981 1.2903 -0.56 0.00 -0.13
C 2.1060 0.5721 -1.1649 -0.03 0.09 1.09
N 0.8573 0.5714 -0.7977 1.71 -0.58 0.05
C -0.2190 -0.1654 -1.5044 -0.71 -0.16 -1.20
C -0.0031 -1.7265 -1.6160 -0.51 0.35 0.32
C 0.0824 -2.2760 -3.0952 0.35 -0.41 0.64
O -0.9917 -3.1838 -3.3572 0.25 0.50 0.08
C 0.5972 1.4372 0.3853 -1.49 2.28 -0.25
C 0.2833 0.7927 1.7924 -0.41 -0.83 -0.28
C 0.0565 -0.7710 1.7864 0.68 -0.18 0.88
C 1.4330 -1.5466 1.8587 -0.64 0.06 0.89
C 1.2945 -3.0317 2.3839 1.89 0.65 -0.40
S 1.3514 -4.1670 0.9198 0.30 -0.12 -0.15
C 3.0690 -4.3684 0.4188 1.05 -2.21 0.16
N 3.5433 -5.5919 0.1480 -1.71 1.61 0.95
N 4.8527 -5.5044 -0.2263 -0.52 3.60 0.07
C 5.1048 -4.1906 -0.1828 1.15 -2.81 -0.45
O 4.0683 -3.4139 0.2278 -0.20 -0.99 -0.33
C 1.7767 2.4557 0.2149 1.04 0.12 -0.55
P 2.0342 3.7887 1.4875 -0.15 1.15 3.30
O 2.0629 3.3121 2.8833 -0.13 -0.22 -1.44
O 0.7605 4.8577 1.2804 2.23 -1.53 -1.31
O 3.4190 4.6854 1.2316 -2.46 -1.13 -1.47
H 4.5381 1.7108 -3.2820 -0.57 0.14 -0.35
H 5.5178 1.9180 -0.9993 -0.42 0.45 0.34
H 4.1799 3.8249 -1.0471 0.02 -0.64 0.75
H 2.4526 -0.0028 -2.0546 -0.16 0.58 0.93
H -1.2061 0.1225 -1.0555 1.09 -0.34 -0.12
H -0.2466 0.2477 -2.5517 0.10 -0.22 1.01
H 0.8730 -2.0401 -0.9938 -0.68 0.27 -0.63
H -0.9011 -2.2039 -1.1312 0.90 0.39 -0.45
H 0.0339 -1.4747 -3.8776 -0.07 -0.65 0.77
H 1.0704 -2.8010 -3.1978 -0.78 0.39 -0.09
H -1.1744 -3.7313 -2.5778 0.32 0.15 -0.32
H -0.3045 2.0272 0.0636 0.53 -0.70 0.46
H -0.6771 1.2498 2.1509 1.06 -0.16 -0.33
H 1.0884 1.0133 2.5330 -0.62 0.08 -0.69
H -0.6210 -1.1431 0.9809 0.57 0.35 0.50
H -0.4601 -1.0122 2.7587 0.34 0.34 -0.97
H 2.0771 -1.0064 2.6071 -0.64 -0.39 -0.80
H 1.9626 -1.5530 0.8768 -0.28 0.03 0.81
H 2.2065 -3.2809 2.9952 -0.93 0.22 -0.51
H 0.4180 -3.2101 3.0481 0.41 -0.08 -0.94
H 6.1318 -3.9036 -0.4899 -1.19 0.84 0.58
H 1.6191 3.0556 -0.7363 -0.31 -0.70 0.73
H 0.8673 5.2174 0.3742 -0.65 0.23 0.53
H 3.2258 5.2059 0.4219 0.73 0.16 0.54
C -7.3792 1.9200 1.4840 -0.09 -0.21 -0.24
C -5.8710 2.0120 1.5931 -0.46 0.49 0.26
O -5.2531 0.7741 1.2063 0.37 -0.09 -0.21
C -5.1140 0.5870 -0.1083 -0.31 0.03 0.27
O -5.4467 1.3519 -0.9754 0.21 -0.11 0.02
O -4.5479 -0.6149 -0.2987 0.17 0.13 0.05
C -4.3919 -0.9711 -1.6728 0.08 -0.19 -0.29
H -7.7522 1.0609 2.0449 0.05 0.11 0.11
H -7.8493 2.8260 1.8685 0.05 -0.03 0.01
H -7.6896 1.7840 0.4467 0.06 0.12 0.02
H -5.5893 2.1893 2.6317 0.15 -0.28 -0.07
H -5.4764 2.8434 1.0057 0.01 -0.20 -0.15
H -3.8614 -0.1927 -2.2233 -0.20 0.06 0.00
H -5.3649 -1.1640 -2.1247 0.07 0.16 -0.06
H -3.8027 -1.8864 -1.7154 -0.07 0.02 0.25
```
Positions in Å, forces in eV/Å.

Computed properties:
E: -2866.18349 a.u.
HOMO energy: -11.68 eV
Net charge: +1
Max |F|: 3.63 eV/A

***

Entry 2:
A cluster of 2 separate species, C2ClF3O in total, computed with ωB97M-V/def2-TZVPD.

Structure (XYZ):
```
7
Properties=species:S:1:pos:R:3:forces:R:3
C -0.9992 0.4192 0.1278 5.58 -2.97 -2.12
C 1.0328 -0.1034 0.3437 -3.77 2.93 1.10
O -1.5070 1.1796 0.7917 -1.90 2.25 2.25
F -1.4392 -0.1017 -1.0121 -0.13 -0.13 0.12
F 1.3591 0.6383 1.4599 -0.14 -0.95 -1.52
F 1.1324 -1.3653 0.6550 0.56 -0.20 -0.66
Cl 1.8617 0.5450 -1.0833 -0.19 -0.93 0.83
```
Positions in Å, forces in eV/Å.

Computed properties:
E: -911.17523 a.u.
HOMO energy: -10.55 eV
Max |F|: 6.67 eV/A
Relative energy (zero: lowest compared OMol25 entry of this formula, charge and spin): 31.6 kcal per mole

***

Entry 3:
An isolated molecule of C3H5NO2S, computed with ωB97M-V/def2-TZVPD.

Structure (XYZ):
```
12
Properties=species:S:1:pos:R:3:forces:R:3
O 0.3938 2.2868 0.0756 0.22 -2.93 0.26
C 0.2324 1.0690 0.1226 -0.88 3.51 -0.82
C -0.9513 0.1810 0.5735 0.47 -0.36 -0.38
S -2.5013 0.1847 -0.3460 -0.06 0.03 -0.08
C 0.0714 -0.9714 0.4122 0.33 -1.10 0.06
N 0.9096 -0.0384 -0.3688 0.15 -0.15 0.81
O 2.3050 -0.1875 -0.3575 -0.21 0.66 -1.72
H -1.2919 0.3522 1.5835 0.22 0.10 0.35
H -2.0687 0.1914 -1.6178 0.27 0.00 0.16
H 0.5648 -1.2057 1.3910 -0.44 -0.06 -0.80
H -0.2067 -1.8863 -0.1617 0.08 0.72 0.61
H 2.5427 0.0242 -1.3067 -0.14 -0.42 1.55
```
Positions in Å, forces in eV/Å.

Computed properties:
E: -720.65276 a.u.
HOMO energy: -9.39 eV
SMILES string: O=C1[C@@H](S)CN1O
Max |F|: 3.71 eV/A
Relative energy (zero: lowest compared OMol25 entry of this formula, charge and spin): 58.8 kcal per mole

***

Entry 4:
The ion C5H12N2O with charge +1, computed with ωB97M-V/def2-TZVPD.

Structure (XYZ):
```
20
Properties=species:S:1:pos:R:3:forces:R:3
O 0.2361 0.2297 -1.9121 -0.46 0.54 -0.82
C 0.2685 -0.1088 -0.7659 1.86 -0.13 3.05
N 0.5041 0.7601 0.2827 -1.15 0.29 -1.59
C 0.6293 2.1742 -0.0564 -0.54 2.63 0.38
N 0.5444 3.0503 1.1008 1.04 -2.38 -0.99
C 0.4336 -1.5791 -0.3078 -0.43 -1.11 -0.15
C -0.5287 -1.9415 0.8271 -1.21 0.94 -0.55
C -1.8455 -2.6454 0.3513 1.51 -0.71 1.82
H 0.4838 0.4813 1.2550 0.13 -0.27 -0.03
H 1.5662 2.4053 -0.5790 -0.29 -0.61 -0.15
H -0.2331 2.5231 -0.6648 0.39 -0.97 -0.42
H -0.2323 3.6850 1.1478 0.17 0.20 0.22
H 1.4927 3.3241 1.2900 -0.39 1.06 0.81
H 0.1215 -2.1656 -1.1770 0.61 0.00 0.01
H 1.4820 -1.8078 0.0049 -0.70 0.60 -0.69
H 0.0220 -2.5238 1.5640 -0.23 -0.22 -0.02
H -0.8962 -1.0508 1.3485 0.37 0.10 0.18
H -1.5087 -3.6531 0.0793 -0.64 0.19 -0.62
H -2.3390 -2.7850 1.3272 -0.54 0.00 -0.65
H -2.4940 -2.1318 -0.3702 0.50 -0.15 0.19
```
Positions in Å, forces in eV/Å.

Computed properties:
E: -382.11413 a.u.
HOMO energy (alpha / beta): -15.10 / -14.24 eV
Net charge: +1
Multiplicity: 2
Max |F|: 3.58 eV/A
Relative energy (zero: lowest compared OMol25 entry of this formula, charge and spin): 33.4 kcal per mole